The ion C6H10NO with charge +1. Source: the Open Molecules 2025 dataset; level of theory: the ωB97M-V functional and the def2-TZVPD basis.

ORCA input file:
```
! RIJCOSX wB97M-V def2-TZVPD def2/J DEFGRID3
* xyz 1 1
C 1.6371 -1.8277 0.1835
C 0.5228 -0.8732 0.2108
C 0.3582 0.4341 0.0081
C 1.1446 1.4817 -0.7311
N -0.8723 0.8538 0.3791
C -2.1389 0.3589 -0.3590
C -1.6208 -0.3181 0.8591
O -0.7477 -1.3828 0.7737
H 2.5233 -1.4493 -0.4680
H 1.3493 -2.8174 -0.3139
H 1.8163 -1.9598 1.1590
H 0.7881 1.5171 -1.7196
H 2.3072 1.3211 -0.8031
H 1.0702 2.3252 -0.1374
H -1.0340 1.7478 0.7974
H -1.9023 -0.1162 -1.2619
H -3.0152 1.1114 -0.2518
H -2.1857 -0.4066 1.6751
*
```

Values from the calculation:
LUMO level in eV: -3.2
Energy in eV: -9911.938
Frontier orbital gap in Ha: 0.3837
SMILES: CC1=C(C)[N@H+]2C[C@H]2O1
Energy relative to the best compared isomer or geometry (same formula, charge and spin) in kJ/mol: 236.9
HOMO energy in eV: -13.594

***

A structure of composition C6H10NO. Source: the Open Molecules 2025 dataset; level of theory: the ωB97M-V functional and the def2-TZVPD basis.

ORCA input file:
```
! RIJCOSX wB97M-V def2-TZVPD def2/J DEFGRID3
* xyz 1 1
C -1.5582 0.6079 2.0966
C -0.9235 -0.5806 1.7695
C -0.8012 1.2061 1.0814
C 0.7995 0.5034 -1.6102
C 0.5342 -1.8463 -0.8191
C 0.6691 -0.4633 -0.4092
N -0.5801 -0.0533 0.3188
O -0.0299 2.2360 1.1257
H -2.2296 0.8034 2.9627
H 0.1311 0.2288 -2.4524
H 0.4600 1.4937 -1.2146
H 1.8268 0.5363 -1.9014
H 1.1236 -2.5351 -0.1650
H 0.9832 -1.8998 -1.7825
H -0.4681 -2.2868 -0.8763
H 1.5110 -0.2045 0.2745
H -1.2930 -0.4771 -0.3750
H -0.1549 2.7311 1.9765
*
```

Values from the calculation:
LUMO level in eV: -4.6
Energy in eV: -9909.946
Frontier orbital gap in Ha: 0.3610
Energy relative to the best compared isomer or geometry (same formula, charge and spin) in kJ/mol: 429.1
HOMO energy in eV: -14.412

***

A cluster of 2 separate species, C6H10NO in total. Source: the Open Molecules 2025 dataset; level of theory: the ωB97M-V functional and the def2-TZVPD basis.

ORCA input file:
```
! RIJCOSX wB97M-V def2-TZVPD def2/J DEFGRID3
* xyz 1 1
C -3.5694 -0.0059 -0.7164
C -2.4132 0.4497 -0.0245
C -1.8557 1.2689 0.7629
C -2.3979 -0.7872 -0.8736
C 2.4818 0.7690 0.9565
C 1.8200 -0.7612 -0.6881
N 1.3621 -0.0359 0.4617
O -1.4294 2.0767 1.4799
H -4.6575 0.3155 -0.8212
H -2.5118 -1.7372 -0.3590
H -1.8228 -0.9282 -1.7620
H 2.3517 1.6426 0.3542
H 2.2593 0.9520 1.9750
H 3.4788 0.1891 0.8974
H 2.8220 -1.0789 -0.4548
H 1.1955 -1.6163 -0.8488
H 1.8185 0.0141 -1.5452
H 1.0680 -0.7268 1.2061
*
```

Values from the calculation:
LUMO level in eV: -7.1
Energy in eV: -9909.016
Frontier orbital gap in Ha: 0.1866
Energy relative to the best compared isomer or geometry (same formula, charge and spin) in kJ/mol: 518.9
HOMO energy in eV: -12.186

***

The ion C6H10NO2 with charge +1. Source: the Open Molecules 2025 dataset; level of theory: the ωB97M-V functional and the def2-TZVPD basis.

ORCA input file:
```
! RIJCOSX wB97M-V def2-TZVPD def2/J DEFGRID3
* xyz 1 1
C 2.0473 -1.4972 0.6107
O 0.9477 -0.6177 0.3347
C 1.1617 0.5436 -0.0879
O 2.4239 0.8371 -0.5333
C 0.1601 1.4807 -0.2603
C -1.1243 1.5702 0.2132
C -2.1283 0.6413 0.5027
C -2.1673 -0.6443 0.0174
N -1.3880 -1.0724 -0.9987
H 1.6256 -2.4298 1.0787
H 2.6765 -1.0229 1.3430
H 2.7348 -1.9173 -0.0156
H 2.5327 1.8110 -0.2916
H 0.5516 2.3115 -0.8593
H -1.5662 2.5115 0.2903
H -3.0054 0.9624 1.1016
H -2.9928 -1.2556 0.4886
H -1.4844 -2.0395 -1.3952
H -1.0053 -0.1726 -1.5391
*
```

Values from the calculation:
LUMO level in eV: -4.8
Energy in eV: -11960.049
Frontier orbital gap in Ha: 0.2862
SMILES: CO/C(O)=C\C=C/C=[NH2+]
Energy relative to the best compared isomer or geometry (same formula, charge and spin) in kJ/mol: 105.9
HOMO energy in eV: -12.629

***

The ion C6H10NOS with charge +1. Source: the Open Molecules 2025 dataset; level of theory: the ωB97M-V functional and the def2-TZVPD basis.

ORCA input file:
```
! RIJCOSX wB97M-V def2-TZVPD def2/J DEFGRID3
* xyz 1 3
C -0.8438 -0.8307 1.4302
C -2.1164 -1.1944 1.6434
C -1.8599 -0.1448 -0.5726
C -0.7323 -0.1971 0.1964
C 0.7122 0.8347 -1.7973
C 0.7538 0.1062 -0.5138
N 1.6971 0.9746 0.5706
O 1.3419 -1.1367 -0.6534
S -3.1092 -0.8031 0.2784
H -0.1133 -0.8495 2.2285
H -2.5900 -1.6876 2.3870
H -1.9865 0.2708 -1.5257
H 1.7092 0.8737 -2.1415
H -0.0565 0.3681 -2.4850
H 0.3806 1.9131 -1.5094
H 1.9477 2.0077 0.5546
H 1.1532 0.6403 1.3276
H 2.5986 0.5728 0.5206
H 1.1136 -1.7179 0.0612
*
```

Values from the calculation:
LUMO level (alpha / beta) in eV: -3.4 / -6.4
Energy in eV: -20744.798
Frontier orbital gap (alpha / beta) in Ha: 0.1966 / 0.2521
Energy relative to the best compared isomer or geometry (same formula, charge and spin) in kJ/mol: 0.0
HOMO energy (alpha / beta) in eV: -8.750 / -13.211
Expectation value of S²: 2.0196

***

The ion C6H10NS with charge +1. Source: the Open Molecules 2025 dataset; level of theory: the ωB97M-V functional and the def2-TZVPD basis.

ORCA input file:
```
! RIJCOSX wB97M-V def2-TZVPD def2/J DEFGRID3
* xyz 1 1
C -1.8482 0.8886 0.3025
C -1.0231 1.8164 0.7382
C -1.4916 -0.1109 -0.7543
C 0.4980 -1.0481 0.6423
C 1.9966 -0.9936 0.5496
C 0.7628 0.8593 -0.7884
N -0.0022 -0.3644 -0.6974
S 2.3339 0.6677 -0.0449
H -2.8231 0.8307 0.7636
H -1.0276 2.7572 1.2594
H -2.0591 -1.1244 -0.8432
H -1.5790 0.6253 -1.6662
H 0.0989 -2.1724 0.6647
H 0.1434 -0.2731 1.3832
H 2.5252 -1.0591 1.6170
H 2.3543 -1.8575 0.0826
H 0.8772 1.5846 -1.6867
H 0.2634 -1.0263 -1.5219
*
```

Values from the calculation:
LUMO level (alpha / beta) in eV: -3.9 / -4.2
Energy in eV: -18697.393
Frontier orbital gap (alpha / beta) in Ha: 0.2998 / 0.2961
Energy relative to the best compared isomer or geometry (same formula, charge and spin) in kJ/mol: 436.0
HOMO energy (alpha / beta) in eV: -12.089 / -12.292

***

A cluster of 2 separate species, C6H10O in total. Source: the Open Molecules 2025 dataset; level of theory: the ωB97M-V functional and the def2-TZVPD basis.

ORCA input file:
```
! RIJCOSX wB97M-V def2-TZVPD def2/J DEFGRID3
* xyz -1 2
C -0.3589 -1.6023 0.7064
C -1.1393 -2.6747 1.0628
C -2.0827 -0.0062 -0.1296
C -0.7878 -0.2959 0.3011
C 0.2141 0.7609 0.4214
C 0.0043 1.9882 0.9290
H 0.7261 -1.7321 0.6645
H -0.6949 -3.5382 1.5492
H -2.2179 -2.5896 1.1064
H -2.4749 1.0017 -0.1468
H -2.8071 -0.8073 -0.2242
H 1.1999 0.5865 -0.0093
H 0.7867 2.7361 0.8702
H -0.9305 2.2228 1.4295
H 3.3182 1.0227 -3.5383
H 4.0637 1.5919 -2.3551
O 3.1809 1.3356 -2.6372
*
```

Values from the calculation:
LUMO level (alpha / beta) in eV: 2.9 / 2.9
Energy in eV: -8428.992
Frontier orbital gap (alpha / beta) in Ha: 0.1059 / 0.2057
Energy relative to the best compared isomer or geometry (same formula, charge and spin) in kJ/mol: 74.6
HOMO energy (alpha / beta) in eV: 0.067 / -2.657
Expectation value of S²: 0.7670

***

The molecule C6H10O. Source: the Open Molecules 2025 dataset; level of theory: the ωB97M-V functional and the def2-TZVPD basis.

ORCA input file:
```
! RIJCOSX wB97M-V def2-TZVPD def2/J DEFGRID3
* xyz 0 1
C 2.2014 0.1109 0.2155
C 0.7369 -0.1618 0.0551
C 0.0663 -1.2236 0.5002
C -1.4058 -1.1816 0.1856
C -1.6039 0.2273 -0.4175
C -0.1834 0.8166 -0.6487
O -0.0297 2.1537 -0.2008
H 2.3735 1.0254 0.7950
H 2.6931 0.2555 -0.7542
H 2.6966 -0.7159 0.7329
H 0.5271 -2.0623 1.0192
H -2.0249 -1.3605 1.0750
H -1.6711 -1.9681 -0.5318
H -2.1852 0.2018 -1.3438
H -2.1563 0.8758 0.2744
H 0.0442 0.8775 -1.7210
H -0.0789 2.1293 0.7648
*
```

Values from the calculation:
LUMO level in eV: 1.0
Energy in eV: -8431.210
Frontier orbital gap in Ha: 0.3739
SMILES: CC1=CCC[C@H]1O
Energy relative to the best compared isomer or geometry (same formula, charge and spin) in kJ/mol: 2.9
HOMO energy in eV: -9.168

***

The molecule C6H10O. Source: the Open Molecules 2025 dataset; level of theory: the ωB97M-V functional and the def2-TZVPD basis.

ORCA input file:
```
! RIJCOSX wB97M-V def2-TZVPD def2/J DEFGRID3
* xyz 0 1
C -0.5340 1.8891 0.0387
C -0.2281 0.4379 -0.2803
C 1.2581 0.0830 -0.4827
C 1.4517 -1.3852 -0.3329
C 0.2418 -1.8001 0.4586
C -0.6204 -0.5708 0.8111
O -0.9298 0.1665 -1.4942
H -1.6172 2.0267 0.1228
H -0.1772 2.5340 -0.7706
H -0.0668 2.2032 0.9775
H 1.8465 0.3883 0.4112
H 1.7401 0.5597 -1.3430
H -0.5971 -0.6628 -1.8606
H 0.5689 -2.4087 1.3105
H -0.2975 -2.5218 -0.1795
H -1.6984 -0.7552 0.8135
H -0.3404 -0.1838 1.7997
*
```

Values from the calculation:
LUMO level in eV: 0.1
Energy in eV: -8428.314
Frontier orbital gap in Ha: 0.3176
Energy relative to the best compared isomer or geometry (same formula, charge and spin) in kJ/mol: 282.4
HOMO energy in eV: -8.543

***

A cluster of 2 separate species, C6H10O in total. Source: the Open Molecules 2025 dataset; level of theory: the ωB97M-V functional and the def2-TZVPD basis.

ORCA input file:
```
! RIJCOSX wB97M-V def2-TZVPD def2/J DEFGRID3
* xyz 0 1
C -2.5705 1.5192 -0.0122
C -2.1727 0.2597 -0.0702
C -3.1186 -0.8936 0.1995
C -0.7765 -0.1374 -0.1636
C 0.3624 -0.5430 -0.0457
C 1.8455 -0.7412 -0.2173
H -1.8990 2.3523 -0.3495
H -3.5974 1.8196 0.1090
H -4.0165 -0.5003 0.6503
H -3.3564 -1.5112 -0.6643
H -2.6613 -1.5300 0.9784
H 2.2568 0.2033 -0.5858
H 2.0768 -1.5791 -0.9143
H 2.3208 -1.0291 0.7198
O 4.7841 0.4040 0.1050
H 4.9723 1.3500 0.1236
H 4.2135 0.4122 0.9503
*
```

Values from the calculation:
LUMO level in eV: 0.7
Energy in eV: -8428.998
Frontier orbital gap in Ha: 0.3497
SMILES: C=C(C)C#CC.O
Energy relative to the best compared isomer or geometry (same formula, charge and spin) in kJ/mol: 216.3
HOMO energy in eV: -8.834

***

A cluster of 2 separate species, C6H10O in total. Source: the Open Molecules 2025 dataset; level of theory: the ωB97M-V functional and the def2-TZVPD basis.

ORCA input file:
```
! RIJCOSX wB97M-V def2-TZVPD def2/J DEFGRID3
* xyz 0 1
C -2.4269 0.5149 -0.1414
C -1.3966 0.6094 0.9450
C -0.2925 -0.1313 1.0190
O 0.0078 -1.1067 0.1181
C 1.3845 -1.3773 -0.1045
C 2.2849 -0.3783 -0.7177
C 2.4705 -0.6150 0.5482
H -3.4282 0.3619 0.2776
H -2.2052 -0.3174 -0.8144
H -2.4630 1.4364 -0.7367
H -1.5557 1.3281 1.7455
H 0.4189 -0.0171 1.8370
H 1.4658 -2.4401 -0.3307
H 2.5576 0.1674 -1.6083
H 3.0113 -0.3980 1.4576
H -0.0482 1.0626 -1.4199
H 0.2150 1.3005 -2.0744
*
```

Values from the calculation:
LUMO level in eV: 1.2
Energy in eV: -8427.248
Frontier orbital gap in Ha: 0.3534
SMILES: C/C=C\OC1C=C1.[H][H]
Energy relative to the best compared isomer or geometry (same formula, charge and spin) in kJ/mol: 385.2
HOMO energy in eV: -8.419

***

A structure of composition C6H10O. Source: the Open Molecules 2025 dataset; level of theory: the ωB97M-V functional and the def2-TZVPD basis.

ORCA input file:
```
! RIJCOSX wB97M-V def2-TZVPD def2/J DEFGRID3
* xyz 0 1
C 0.3390 -1.5058 -1.3104
C 0.3984 0.1789 -0.3711
C 0.6458 -2.6555 -0.3049
C -0.9728 1.4844 1.2636
C -0.2691 1.2977 -1.1087
C -0.9406 0.5794 0.1275
O 0.0598 -1.6174 -2.4831
H 1.5774 -3.0621 -0.7058
H -0.0875 -3.4761 -0.4543
H 0.6959 -2.3046 0.6257
H 0.0650 1.6543 1.6597
H -1.4170 0.8774 2.0857
H -1.5113 2.5240 1.0180
H 1.3259 0.1736 0.0282
H 0.1275 2.3875 -0.8992
H -0.7117 1.1516 -2.1857
H -1.8643 -0.1172 -0.1707
*
```

Values from the calculation:
LUMO level in eV: 1.0
Energy in eV: -8428.141
Frontier orbital gap in Ha: 0.3565
Energy relative to the best compared isomer or geometry (same formula, charge and spin) in kJ/mol: 299.0
HOMO energy in eV: -8.746